Record 1
This record from the Open Molecules 2025 dataset describes a molecular structure, C28H25ErN7S2Se2. The level of theory is wB97M-V/def2-TZVPD.

Calculated values
- LUMO energy (spin up / spin down) (eV) = -3.55 / -3.54
- HOMO (spin up / spin down) (eV) = -8.543 / -8.551
- total charge = +1
- spin multiplicity = 4
- gap between HOMO and LUMO (spin up / spin down) (eV) = 4.994 / 5.007

Element x y z (Å)
Er -0.72621 0.16996 -0.06824
N 3.97542 1.02387 -0.37401
C 2.64894 1.12219 -0.32758
N 1.85451 0.13564 -0.03114
C 2.38509 -1.11291 0.23206
N 1.65573 -2.14008 0.53361
N 0.29763 -1.90742 0.42139
C -0.42041 -2.88226 0.79690
C -1.88003 -2.85378 0.61950
C -2.63702 -3.93408 1.03062
C -4.00636 -3.91765 0.80716
C -4.55760 -2.82346 0.16943
C -3.72362 -1.77772 -0.19732
N -2.41476 -1.77732 0.02816
C 3.83846 -1.28357 0.20546
C 4.46359 -2.50824 0.46501
C 5.83508 -2.60800 0.42173
C 6.61001 -1.48599 0.11156
C 6.01458 -0.27319 -0.15457
C 4.62590 -0.17930 -0.10626
H 4.51770 1.83867 -0.61525
H 2.19077 2.08594 -0.54257
H 0.05680 -3.76766 1.21144
H -2.15160 -4.77751 1.50497
H -4.62540 -4.74881 1.11806
H -5.61632 -2.76795 -0.04250
H -4.12442 -0.89988 -0.68357
H 3.84454 -3.36380 0.69484
H 6.31625 -3.55578 0.62080
H 7.68850 -1.56770 0.07451
H 6.61105 0.59684 -0.40245
Se -2.51054 2.33072 1.79549
Se -2.96401 0.20630 2.66093
C -1.18876 -0.15816 3.31704
C -1.07308 -0.67757 4.59541
C 0.19873 -0.89034 5.10297
C 1.29495 -0.53913 4.33420
C 1.07727 -0.03254 3.06623
N -0.14224 0.12700 2.54225
C -3.43468 2.15054 0.11631
C -4.49829 2.99060 -0.14274
C -5.06325 2.94690 -1.41223
C -4.54707 2.06873 -2.34521
C -3.48246 1.25342 -1.98604
N -2.93420 1.29508 -0.77191
H -1.95893 -0.87849 5.18126
H 0.32826 -1.29318 6.09897
H 2.30395 -0.65078 4.70565
H 1.90580 0.25327 2.43442
H -4.86352 3.66134 0.62149
H -5.89148 3.59694 -1.66236
H -4.94697 2.01466 -3.34819
H -3.01462 0.57192 -2.68719
C 0.67299 1.76829 -4.58272
C 0.24967 1.65757 -3.12572
S -0.32386 0.03350 -2.68181
C 0.32217 2.71889 -2.30851
C 0.82217 4.05956 -2.80559
S -0.10469 2.73009 -0.58208
H 0.57833 0.80576 -5.08036
H 1.71207 2.09348 -4.67727
H 0.05566 2.48638 -5.12744
H 0.68152 4.18492 -3.87770
H 1.89068 4.18630 -2.59645
H 0.30164 4.86898 -2.29284

Record 2
This record from the Open Molecules 2025 dataset describes a molecular structure, C28H26BrFIIrN4O4S. The level of theory is wB97M-V/def2-TZVPD.

Calculated values
- LUMO energy (eV) = -5.94
- HOMO (eV) = -12.648
- total charge = +2
- spin multiplicity = 1
- gap between HOMO and LUMO (eV) = 6.712

Element x y z (Å)
Ir -3.29369 -0.40258 0.14099
O -2.50564 1.60220 0.63870
N -3.31175 2.63728 0.74714
C -2.77558 3.84305 1.02558
C -3.56777 4.95050 1.17149
C -4.95061 4.83115 1.03880
C -5.48121 3.59779 0.73992
C -4.64198 2.49578 0.58081
S -5.26146 0.94674 0.15127
H -1.70181 3.86656 1.12736
H -3.10881 5.90406 1.38482
H -5.59156 5.69185 1.16380
H -6.54362 3.44569 0.61177
F 2.42357 3.09446 -0.84176
C 2.37001 1.77645 -0.55593
C 1.14948 1.16717 -0.57628
C 1.03419 -0.20066 -0.31421
C -0.27425 -0.83287 -0.31642
O -1.28548 -0.21610 -0.74459
C -0.27983 -2.17276 0.14319
C 0.87877 -2.85404 0.34905
N 2.09867 -2.28783 0.26004
C 3.28866 -3.08862 0.46106
C 4.05798 -2.94084 1.74498
C 3.29904 -4.19903 1.46245
C 2.19728 -0.93613 -0.02386
C 3.43454 -0.28247 -0.01071
C 3.55950 1.07393 -0.27881
N 4.82366 1.68011 -0.21034
C 5.97999 1.03623 -0.80907
C 7.15553 1.11585 0.17190
N 7.06038 2.40462 0.94332
C 6.43798 3.48373 0.11837
C 4.96868 3.13413 -0.13739
C -1.59529 -2.84931 0.40999
O -1.78157 -3.99672 0.07376
O -2.44635 -2.09327 1.05723
H 0.26163 1.74227 -0.80405
H 0.84181 -3.91064 0.57317
H 3.84332 -3.24353 -0.45702
H 3.64647 -2.27351 2.49112
H 5.13906 -2.95058 1.70467
H 2.41764 -4.39683 2.05592
H 3.85169 -5.08924 1.20026
H 4.31627 -0.85083 0.24095
H 6.24427 1.51836 -1.75773
H 5.77032 -0.00457 -1.03266
H 8.10295 1.09435 -0.36372
H 7.13083 0.29550 0.88592
H 7.98537 2.68762 1.26690
H 6.47416 2.25778 1.76654
H 7.00456 3.55650 -0.80753
H 6.50768 4.43391 0.64269
H 4.65480 3.65083 -1.04760
H 4.34870 3.49536 0.68385
Br -5.72052 -1.71175 -3.61259
C -7.02158 -2.49721 -2.48776
C -8.30765 -2.68407 -2.96951
C -9.27268 -3.25582 -2.15545
C -8.96107 -3.62060 -0.85327
C -7.67909 -3.43333 -0.36591
C -6.70618 -2.88516 -1.18946
I -4.73498 -2.78367 -0.42031
H -8.54424 -2.38040 -3.97950
H -10.27024 -3.41369 -2.54117
H -9.71651 -4.05162 -0.21113
H -7.42646 -3.72153 0.64601